An isolated molecule of C6H9N. Source: the Open Molecules 2025 dataset; level of theory: ωB97M-V/def2-TZVPD.

Structure (XYZ):
```
16
Properties=species:S:1:pos:R:3:forces:R:3
C 1.69512 -0.27361 -0.17331 -0.1 -0.1 0.0
H 2.09109 -0.50389 0.82098 -0.1 0.1 -0.1
H -1.45441 0.75961 -1.26249 0.0 -0.1 0.0
C 0.32273 0.34677 -0.09482 0.3 0.0 -0.5
C -1.15954 -1.25346 0.66093 0.2 0.3 0.2
C -0.70346 -0.03186 -1.15413 0.1 0.2 -0.1
H -1.33011 -1.95111 1.48730 0.1 0.4 -0.2
N 0.11375 1.41595 0.71759 0.0 -0.2 -0.2
H 0.94165 1.70550 1.24041 -0.1 -0.2 0.0
H -0.18204 -0.11930 -2.11787 0.0 0.0 0.1
H -1.70023 0.76747 1.65305 0.3 -0.2 -0.1
C -1.29695 -1.32532 -0.65161 0.2 0.2 0.3
C -0.71456 0.34186 1.44771 -0.5 -0.5 0.4
H 1.69051 -1.18381 -0.77548 -0.1 0.1 0.1
H 2.37781 0.45631 -0.63561 -0.2 0.0 0.1
H -0.17268 0.05922 2.35098 -0.1 0.0 -0.2
```
Positions in Å, forces in eV/Å.

Results
- Highest occupied orbital energy: -7.08 eV
- ΔE to the lowest compared entry with this formula, charge and spin: 623.8 kJ/mol
- E_LUMO: 0.32 eV
- HOMO-LUMO gap: 0.272 Eh
- Electronic energy: -7851.695 eV
- Multiplicity: 1
- Total charge: 0